ORCA calculation (ωB97M-V with the def2-TZVPD basis set) on 9 unconnected molecules or ions with the total composition C44H103N13O9 at a distorted geometry.

Results
Highest occupied orbital energy = -7.8 eV
Kohn-Sham gap = 7.977 eV
E_tot = -3127.23002 Ha
SMILES = CC1(C)CCCC(C)(C)N1O.CC1(C)CCCC(C)(C)N1O.CC1(C)CCCC(C)(C)N1O.CC1(C)CCCC(C)(C)N1O.COC[C@H](C)N.NC(N)=O.NC(N)=O.NC(N)=O.NC(N)=O
LUMO level = 0.008 Eh

Bonds (Å) are listed after each position.
CARTESIAN COORDINATES (ANGSTROEM)
1 C 2.94 -4.01 -1.27  O2 1.204, N3 1.344, N4 1.428
2 O 2.08 -3.42 -0.67  C1 1.204
3 N 2.79 -5.19 -1.88  C1 1.344, H5 0.996, H6 0.995
4 N 4.29 -3.53 -1.32  C1 1.428, H7 1.014, H8 1.020
5 H 3.45 -5.41 -2.59  N3 0.996
6 H 1.85 -5.48 -2.08  N3 0.995
7 H 4.50 -2.57 -1.05  N4 1.014
8 H 5.13 -3.97 -1.69  N4 1.020
9 C -1.41 1.44 3.93  O10 1.220, N11 1.399, N12 1.424
10 O -1.44 1.79 5.09  C9 1.220
11 N -0.87 2.29 2.96  C9 1.399, H13 1.016, H14 1.021
12 N -2.14 0.33 3.42  C9 1.424, H15 0.988, H16 0.994
13 H -0.69 1.92 2.03  N11 1.016
14 H -0.21 2.98 3.32  N11 1.021
15 H -2.37 -0.39 4.06  N12 0.988
16 H -1.78 -0.14 2.63  N12 0.994
17 C -1.81 4.40 -1.75  O18 1.247, N19 1.364, N20 1.379
18 O -2.95 4.21 -2.21  C17 1.247
19 N -1.08 3.53 -0.98  C17 1.364, H21 1.027, H22 1.018
20 N -1.11 5.56 -1.99  C17 1.379, H23 1.005, H24 1.009
21 H -1.65 2.87 -0.45  N19 1.027
22 H -0.21 3.73 -0.49  N19 1.018
23 H -0.11 5.49 -1.98  N20 1.005
24 H -1.37 6.08 -2.82  N20 1.009
25 C -0.21 -0.34 0.21  O26 1.240, N27 1.347, N28 1.303
26 O -0.78 0.72 0.51  C25 1.240
27 N -0.57 -1.03 -0.89  C25 1.347, H29 1.015, H30 1.014
28 N 0.74 -0.81 0.96  C25 1.303, H31 1.001, H32 0.995
29 H -0.12 -1.91 -1.13  N27 1.015
30 H -1.41 -0.72 -1.37  N27 1.014
31 H 1.00 -0.32 1.80  N28 1.001
32 H 1.29 -1.58 0.65  N28 0.995
33 C -7.02 1.14 -1.98  C34 1.512, H44 1.109, H45 1.106, H46 1.097
34 C -6.66 2.51 -1.46  C33 1.512, C35 1.524, N39 1.458, C43 1.520
35 C -7.75 2.95 -0.48  C34 1.524, C36 1.524, H47 1.095, H48 1.105
36 C -7.69 2.23 0.87  C35 1.524, C37 1.480, H49 1.063, H50 1.089
37 C -6.37 2.46 1.49  C36 1.480, C38 1.526, H51 1.101, H52 1.107
38 C -5.23 1.95 0.60  C37 1.526, N39 1.458, C41 1.499, C42 1.538
39 N -5.40 2.53 -0.72  C34 1.458, C38 1.458, O40 1.401
40 O -4.43 1.99 -1.57  N39 1.401, H62 0.972
41 C -3.89 2.47 1.03  C38 1.499, H53 1.099, H54 1.087, H55 1.091
42 C -5.24 0.41 0.49  C38 1.538, H56 1.068, H57 1.105, H58 1.107
43 C -6.58 3.57 -2.54  C34 1.520, H59 1.102, H60 1.084, H61 1.093
44 H -7.46 1.14 -3.00  C33 1.109
45 H -7.80 0.67 -1.35  C33 1.106
46 H -6.13 0.49 -2.04  C33 1.097
47 H -7.61 4.03 -0.40  C35 1.095
48 H -8.74 2.81 -0.94  C35 1.105
49 H -7.94 1.20 0.72  C36 1.063
50 H -8.46 2.59 1.54  C36 1.089
51 H -6.20 1.88 2.41  C37 1.101
52 H -6.14 3.54 1.62  C37 1.107
53 H -3.78 3.52 0.74  C41 1.099
54 H -3.88 2.33 2.11  C41 1.087
55 H -3.08 1.90 0.58  C41 1.091
56 H -4.95 0.08 1.46  C42 1.068
57 H -6.18 -0.08 0.19  C42 1.105
58 H -4.46 -0.01 -0.18  C42 1.107
59 H -5.59 3.55 -3.04  C43 1.102
60 H -6.58 4.61 -2.22  C43 1.084
61 H -7.37 3.62 -3.30  C43 1.093
62 H -3.93 2.77 -1.87  O40 0.972
63 C 6.81 0.81 -2.29  C64 1.541, H74 1.053, H75 1.086, H76 1.099
64 C 6.99 0.26 -0.86  C63 1.541, C65 1.563, N69 1.484, C73 1.499
65 C 7.95 1.18 -0.04  C64 1.563, C66 1.498, H77 1.071, H78 1.071
66 C 8.01 0.99 1.44  C65 1.498, C67 1.557, H79 1.087, H80 1.108
67 C 6.55 1.08 1.98  C66 1.557, C68 1.509, H81 1.082, H82 1.097
68 C 5.65 0.08 1.28  C67 1.509, N69 1.465, C71 1.591, C72 1.522
69 N 5.68 0.29 -0.17  C64 1.484, C68 1.465, O70 1.436
70 O 4.80 -0.64 -0.84  N69 1.436, H92 0.969
71 C 5.83 -1.41 1.82  C68 1.591, H83 1.131, H84 1.065, H85 1.104
72 C 4.23 0.45 1.66  C68 1.522, H86 1.108, H87 1.121, H88 1.077
73 C 7.58 -1.12 -0.97  C64 1.499, H89 1.075, H90 1.099, H91 1.099
74 H 6.41 0.07 -2.92  C63 1.053
75 H 7.76 1.10 -2.73  C63 1.086
76 H 6.21 1.74 -2.27  C63 1.099
77 H 8.92 1.05 -0.49  C65 1.071
78 H 7.74 2.21 -0.27  C65 1.071
79 H 8.77 1.55 1.98  C66 1.087
80 H 8.36 -0.04 1.62  C66 1.108
81 H 6.20 2.10 1.92  C67 1.082
82 H 6.45 0.77 3.03  C67 1.097
83 H 5.02 -2.11 1.44  C71 1.131
84 H 6.76 -1.78 1.44  C71 1.065
85 H 5.87 -1.51 2.91  C71 1.104
86 H 3.46 0.02 0.99  C72 1.108
87 H 3.88 0.18 2.69  C72 1.121
88 H 4.10 1.52 1.62  C72 1.077
89 H 8.53 -1.17 -1.46  C73 1.075
90 H 6.96 -1.77 -1.60  C73 1.099
91 H 7.73 -1.70 -0.05  C73 1.099
92 H 4.14 -0.04 -1.20  O70 0.969
93 C -0.89 -2.54 7.50  C94 1.606, H104 1.094, H105 1.090, H106 1.078
94 C 0.45 -2.04 6.77  C93 1.606, C95 1.517, N99 1.454, C103 1.558
95 C 1.66 -2.48 7.57  C94 1.517, C96 1.487, H107 1.078, H108 1.100
96 C 2.93 -2.35 6.82  C95 1.487, C97 1.500, H109 1.094, H110 1.077
97 C 2.83 -3.06 5.50  C96 1.500, C98 1.542, H111 1.110, H112 1.060
98 C 1.60 -2.65 4.67  C97 1.542, N99 1.473, C101 1.540, C102 1.580
99 N 0.39 -2.76 5.51  C94 1.454, C98 1.473, O100 1.424
100 O -0.68 -2.28 4.70  N99 1.424, H122 0.967
101 C 1.92 -1.28 4.04  C98 1.540, H113 1.068, H114 1.064, H115 1.110
102 C 1.39 -3.63 3.44  C98 1.580, H116 1.098, H117 1.096, H118 1.089
103 C 0.40 -0.48 6.77  C94 1.558, H119 1.138, H120 1.118, H121 1.084
104 H -0.89 -3.62 7.37  C93 1.094
105 H -1.80 -2.18 7.02  C93 1.090
106 H -0.71 -2.24 8.52  C93 1.078
107 H 1.63 -1.85 8.44  C95 1.078
108 H 1.45 -3.52 7.87  C95 1.100
109 H 3.83 -2.69 7.34  C96 1.094
110 H 3.14 -1.31 6.61  C96 1.077
111 H 2.71 -4.15 5.69  C97 1.110
112 H 3.72 -2.89 4.96  C97 1.060
113 H 2.27 -0.53 4.70  C101 1.068
114 H 2.72 -1.40 3.34  C101 1.064
115 H 1.01 -0.89 3.54  C101 1.110
116 H 1.08 -4.59 3.86  C102 1.098
117 H 0.73 -3.38 2.60  C102 1.096
118 H 2.33 -4.02 3.06  C102 1.089
119 H -0.19 -0.04 7.64  C103 1.138
120 H -0.16 -0.04 5.90  C103 1.118
121 H 1.39 -0.04 6.69  C103 1.084
122 H -1.37 -2.94 4.82  O100 0.967
123 C -0.96 -0.50 -4.66  C124 1.506, H134 1.103, H135 1.106, H136 1.096
124 C -2.41 -0.08 -4.70  C123 1.506, C125 1.558, N129 1.456, C133 1.583
125 C -3.07 -0.61 -6.00  C124 1.558, C126 1.502, H137 1.091, H138 1.111
126 C -3.38 -2.08 -5.91  C125 1.502, C127 1.455, H139 1.111, H140 1.147
127 C -4.38 -2.36 -4.89  C126 1.455, C128 1.569, H141 1.084, H142 1.065
128 C -3.76 -1.90 -3.52  C127 1.569, N129 1.484, C131 1.563, C132 1.524
129 N -3.33 -0.49 -3.65  C124 1.456, C128 1.484, O130 1.473
130 O -2.73 -0.08 -2.37  N129 1.473, H152 0.964
131 C -4.97 -1.93 -2.52  C128 1.563, H143 1.090, H144 1.114, H145 1.104
132 C -2.70 -2.88 -3.03  C128 1.524, H146 1.042, H147 1.100, H148 1.069
133 C -2.43 1.51 -4.68  C124 1.583, H149 1.059, H150 1.087, H151 1.086
134 H -0.81 -1.59 -4.57  C123 1.103
135 H -0.49 -0.08 -3.76  C123 1.106
136 H -0.45 -0.23 -5.59  C123 1.096
137 H -3.94 0.02 -6.18  C125 1.091
138 H -2.34 -0.41 -6.82  C125 1.111
139 H -2.44 -2.61 -5.64  C126 1.111
140 H -3.80 -2.39 -6.93  C126 1.147
141 H -4.63 -3.40 -4.75  C127 1.084
142 H -5.27 -1.78 -4.96  C127 1.065
143 H -5.81 -1.42 -2.99  C131 1.090
144 H -5.33 -2.98 -2.42  C131 1.114
145 H -4.66 -1.60 -1.52  C131 1.104
146 H -2.52 -2.64 -2.04  C132 1.042
147 H -3.18 -3.86 -2.92  C132 1.100
148 H -1.85 -2.91 -3.68  C132 1.069
149 H -1.97 1.78 -5.60  C133 1.059
150 H -1.78 1.90 -3.90  C133 1.087
151 H -3.48 1.76 -4.74  C133 1.086
152 H -3.31 0.60 -2.02  O130 0.964
153 C 2.49 2.15 -0.98  C154 1.546, H159 1.127, H160 1.086, H161 1.097
154 C 1.73 1.31 -2.03  C153 1.546, C155 1.537, N158 1.522, H162 1.038
155 C 1.65 2.13 -3.32  C154 1.537, O156 1.396, H163 1.095, H164 1.108
156 O 2.90 2.56 -3.76  C155 1.396, C157 1.433
157 C 3.51 1.68 -4.70  O156 1.433, H165 1.108, H166 1.105, H167 1.093
158 N 2.36 -0.05 -2.31  C154 1.522, H168 1.026, H169 1.015
159 H 1.89 3.09 -0.78  C153 1.127
160 H 3.52 2.33 -1.25  C153 1.086
161 H 2.47 1.57 -0.05  C153 1.097
162 H 0.74 1.23 -1.73  C154 1.038
163 H 1.03 3.01 -3.15  C155 1.095
164 H 1.14 1.49 -4.08  C155 1.108
165 H 2.86 0.83 -4.98  C157 1.108
166 H 4.42 1.23 -4.24  C157 1.105
167 H 3.79 2.31 -5.55  C157 1.093
168 H 2.03 -0.54 -3.15  N158 1.026
169 H 2.19 -0.76 -1.61  N158 1.015